The following is a DFT calculation (wB97M-V/def2-TZVPD) of a cluster of 2 separate species, C2H3O3 in total.

Last column: Löwdin charge in e.
Positions of all 8 atoms, in Å:
H 0.155 0.286 1.191  0.061
C 0.884 -0.530 1.260  -0.162
C -0.879 0.534 -1.260  -0.690
O 0.321 0.900 -1.262  -0.162
H -1.593 1.232 -1.777  0.081
O -1.375 -0.489 -0.745  -0.139
O 0.806 -1.403 2.095  -0.060
H 1.680 -0.530 0.498  0.072

Computed properties:
* total energy: -8265.8304 eV
* HOMO level: -0.157 Eh
* gap between HOMO and LUMO: 8.60 eV
* charge: -1
* ΔE to the lowest compared entry with this formula, charge and spin: 0.600 eV